# C39H58N8O5PS2Y

A structure of composition C39H58N8O5PS2Y (ωB97M-V/def2-TZVPD, the OMol25 dataset).

Geometry (Å):
Y1 8.972587 13.699769 11.462360
C1 14.656484 15.004902 6.437528
C2 13.647457 14.609499 7.522747
C3 14.088445 14.157114 8.772881
C4 13.318590 13.903452 9.898122
C5 14.006439 13.544810 11.084496
N1 13.627447 13.889084 12.274981
C6 13.233949 15.264007 12.650523
C7 12.787009 15.317470 14.094179
C8 12.298689 13.981805 14.563334
N2 11.647392 14.109921 15.857380
C9 10.536048 14.734731 16.246078
C10 9.907874 15.852406 15.552266
C11 9.505819 16.925589 16.380070
C12 8.820387 18.011648 15.869528
C13 8.500729 19.141496 16.813017
C14 8.301383 17.938365 14.574386
C15 8.682326 16.869792 13.699744
C16 8.323915 17.064090 12.341525
N3 8.216616 16.305879 11.311826
C17 7.854483 16.903776 10.028018
C18 6.872718 15.988860 9.192495
C19 7.523613 14.861552 8.465134
N4 8.945326 14.636213 9.052121
C20 9.911001 14.356212 8.249287
C21 11.357177 14.376842 8.519628
C22 12.210550 14.604090 7.418917
C23 11.866074 14.105463 9.811473
O1 11.134550 14.017318 10.860893
C24 9.438426 15.757763 14.193711
O2 9.516680 14.709328 13.432059
H1 15.288032 14.105006 6.206870
H2 15.296238 15.831620 6.802005
H3 14.185718 15.227006 5.516491
H4 15.178909 14.093358 8.840061
H5 14.876184 12.890927 10.966733
H6 14.015333 13.436562 13.137100
H7 12.393833 15.490919 12.002394
H8 14.167671 15.944616 12.466708
H9 12.038689 16.141109 14.246115
H10 13.516809 15.675394 14.814808
H11 13.128896 13.330185 14.746321
H12 11.661479 13.491569 13.849062
H13 11.932654 13.362925 16.480761
H14 10.255807 14.561627 17.234931
H15 9.740301 16.887681 17.443132
H16 8.105786 20.059624 16.296334
H17 9.385383 19.527705 17.336186
H18 7.861783 18.684730 17.596254
H19 7.527641 18.680018 14.224808
H20 8.159707 18.141617 12.209874
H21 8.741214 17.177710 9.416746
H22 7.335218 17.856001 10.285486
H23 6.209889 16.595327 8.566075
H24 6.231653 15.575633 9.965592
H25 7.674914 15.152942 7.411215
H26 6.894167 13.952293 8.574109
H27 9.703549 14.170946 7.184132
H28 11.690035 14.992814 6.561279
O3 6.921960 12.966678 10.614628
S1 6.136184 12.539947 11.855401
O4 7.059210 12.944660 12.957939
O5 4.772457 13.101750 11.800902
S2 5.958986 10.629652 11.796130
N5 9.337396 11.605104 11.835371
P1 9.669521 10.071889 12.026862
N6 9.583320 9.166429 10.511541
C25 10.523673 8.242860 9.944242
C26 10.955266 8.729352 8.517447
C27 9.800999 9.344488 7.661069
C28 8.782840 10.234895 8.401488
C29 8.405734 9.476797 9.682261
N7 11.207879 9.580558 12.578038
C30 12.422690 10.055051 11.892463
C31 13.484060 8.932088 11.782513
C32 13.143840 7.895635 12.843655
C33 12.690607 8.511985 14.135701
C34 11.524267 9.528019 13.987074
N8 8.669642 9.290728 13.107399
C35 8.393891 7.854783 12.962400
C36 6.958946 7.487964 13.341895
C37 6.573792 8.136396 14.726849
C38 7.513472 9.232127 15.231990
C39 8.130549 10.121823 14.118006
H29 10.011788 7.308148 9.866848
H30 11.414283 8.063889 10.593340
H31 11.369394 7.850273 7.948613
H32 11.846566 9.369985 8.700614
H33 9.293285 8.573148 7.009407
H34 10.365435 9.995205 7.000110
H35 7.922000 10.334328 7.731165
H36 9.135929 11.245259 8.719565
H37 7.895708 8.544503 9.487067
H38 7.757168 10.094420 10.340971
H39 12.806545 10.970337 12.410268
H40 12.167630 10.386211 10.873422
H41 14.442786 9.389645 11.941711
H42 13.490102 8.546344 10.756174
H43 13.994554 7.185445 12.881889
H44 12.265654 7.268541 12.359237
H45 13.555892 9.059318 14.559006
H46 12.450848 7.781896 14.955164
H47 11.873442 10.524029 14.401632
H48 10.646687 9.173304 14.517906
H49 9.032609 7.266706 13.672405
H50 8.643834 7.538864 11.918043
H51 6.958848 6.397461 13.478557
H52 6.267486 7.781068 12.500449
H53 6.385632 7.334677 15.467334
H54 5.586659 8.595628 14.579913
H55 8.287131 8.672257 15.826810
H56 6.998472 9.915706 15.889237
H57 8.826141 10.888794 14.526580
H58 7.298081 10.686707 13.607726

Forces on atoms 1 to 6 (eV/Å):
-2.2268 -1.6958 0.6784
0.4285 -1.4128 1.3820
-1.2123 -0.6128 1.1498
1.4748 0.4782 -2.3438
-0.7899 0.7364 0.3747
-0.4208 -0.7017 -1.3213

Output
Orbital gap = 0.1265 Eh
Multiplicity = 1
Strongest force on any atom = 4.0 eV/Å



# C3H7N4O2S

The ion C3H7N4O2S with charge +1 (ωB97M-V/def2-TZVPD, the OMol25 dataset).

Geometry (Å):
N1 -2.439658 0.811146 -0.823988
C1 -1.395607 0.001884 -0.564123
C2 -1.188705 -1.308665 -0.423539
N2 0.197544 -1.510791 -0.288828
C3 0.852900 -0.222059 -0.263709
S1 2.665366 0.010696 -0.253099
N3 3.037632 0.375869 1.292997
O1 3.189231 -1.244149 -0.623294
O2 2.697158 1.257583 -0.996978
N4 -0.143548 0.612308 -0.404579
H1 -3.421640 0.453082 -0.511706
H2 -2.431864 1.440678 -1.677966
H3 -1.849742 -2.159403 -0.599335
H4 0.831840 -2.356803 -0.107136
H5 3.819933 -0.292801 1.518570
H6 3.453133 1.367964 1.231174
H7 0.040727 1.581121 -0.365268

Forces on atoms 1 to 6 (eV/Å):
-3.7195 0.5803 -0.2806
1.2712 1.5339 -0.1249
1.3916 -2.5282 -0.4172
3.0451 2.2320 0.8733
-2.0705 -5.2919 0.1490
-1.9852 2.9799 -0.7638

Output
Orbital gap = 0.3457 Eh
Multiplicity = 1
Strongest force on any atom = 5.7 eV/Å
Net charge = +1



# C4H12N2S

The molecule C4H12N2S (ωB97M-V/def2-TZVPD, the OMol25 dataset).

Geometry (Å):
N1 -3.302969 -1.178003 -1.030378
C1 -2.136473 -1.772366 -0.384214
C2 -1.272218 -0.731960 0.366146
N2 -0.281063 -0.101656 -0.434734
C3 1.106096 -0.373120 -0.535118
C4 1.980583 0.870121 -0.402648
S1 2.012672 1.525433 1.292642
H1 -3.313866 -1.281784 -2.024923
H2 -3.782243 -0.402079 -0.611977
H3 -2.460575 -2.637055 0.195003
H4 -1.521715 -2.134154 -1.200839
H5 -0.802693 -1.241663 1.209752
H6 -1.938446 -0.002547 0.822186
H7 -0.626488 0.498595 -1.164982
H8 1.380081 -0.835787 -1.506106
H9 1.472155 -1.100141 0.200006
H10 2.962431 0.602947 -0.769605
H11 1.615590 1.695224 -1.019672
H12 0.683751 1.417913 1.405379

Forces on atoms 1 to 6 (eV/Å):
0.2177 -0.6060 0.0183
-0.4089 0.7518 -0.5502
-0.2170 -1.3729 0.4542
-0.3248 1.0938 -0.1141
0.9399 -0.6396 -0.4580
-0.4704 0.2699 -0.0910

Output
Orbital gap = 0.3402 Eh
Multiplicity = 1
Strongest force on any atom = 1.5 eV/Å



# C19H36N7O6S2

A cluster of 10 separate species, C19H36N7O6S2 in total (ωB97M-V/def2-TZVPD, the OMol25 dataset).

Geometry (Å):
N1 0.309335 -0.593762 -0.218256
O1 0.521821 0.485525 0.343368
O2 -0.595436 -1.372590 0.201563
O3 1.037845 -0.949145 -1.213307
C1 2.273345 -2.652049 -3.501824
C2 2.931804 -3.842154 -4.008435
N2 3.463425 -4.767041 -4.389430
H1 1.191760 -2.754807 -3.511849
H2 2.484161 -1.830686 -4.195446
H3 2.654087 -2.397625 -2.521136
C3 -1.755608 -0.941929 -3.285084
C4 -1.086826 0.181905 -3.927089
N3 -0.560593 1.025313 -4.510050
H4 -2.744762 -1.046126 -3.732929
H5 -1.870624 -0.795061 -2.221503
H6 -1.198931 -1.846279 -3.500048
C5 -0.817898 2.648308 -1.361074
C6 -2.089364 1.953686 -1.466339
N4 -3.098665 1.438500 -1.551967
H7 -0.750442 3.082208 -0.368301
H8 -0.819770 3.491701 -2.058467
H9 -0.002003 2.027730 -1.690483
C7 -3.723644 -2.467119 0.871406
C8 -2.956927 -3.275258 1.789731
N5 -2.406692 -3.934570 2.522289
H10 -4.364812 -1.775808 1.420335
H11 -4.384632 -3.118499 0.297367
H12 -3.087442 -1.921917 0.178793
C9 -0.172315 -4.958372 -0.859622
C10 -1.169152 -4.491838 -1.817056
N6 -1.936204 -4.152424 -2.591288
H13 0.678722 -4.275401 -0.949762
H14 0.135354 -5.980197 -1.049812
H15 -0.570162 -4.848718 0.143628
C11 2.620376 1.730857 -2.779131
C12 2.127158 3.076476 -2.604019
N7 1.690580 4.135974 -2.434907
H16 3.261213 1.665173 -3.650571
H17 1.777758 1.041333 -2.864762
H18 3.161838 1.418155 -1.884530
C13 1.887764 3.478752 1.252438
S1 1.899573 5.089041 2.024441
O4 3.276662 5.612796 1.922391
C14 0.983541 5.875613 0.721209
H19 0.899283 3.029639 1.352332
H20 2.594754 2.854170 1.796983
H21 2.210989 3.565800 0.218010
H22 0.089817 5.308080 0.466873
H23 1.630177 5.967915 -0.153801
H24 0.729110 6.886510 1.040177
C15 1.813274 -2.188547 2.245009
S2 2.486528 -1.443153 3.715846
O5 3.930774 -1.253736 3.470080
C16 1.734617 0.139771 3.425714
H25 2.197276 -1.713215 1.350003
H26 0.722065 -2.176875 2.315497
H27 2.056880 -3.254410 2.268949
H28 2.153984 0.587221 2.526554
H29 1.919169 0.789027 4.283773
H30 0.655620 0.046623 3.278775
C17 -2.334194 1.190249 1.947259
C18 -3.250577 0.548252 2.950170
O6 -4.432885 0.742113 2.958810
C19 -2.579108 -0.400110 3.920783
H31 -2.934295 1.783828 1.262685
H32 -1.746288 0.427703 1.435127
H33 -1.654008 1.875460 2.468244
H34 -3.194569 -1.236701 4.221372
H35 -2.264720 0.172953 4.803296
H36 -1.638890 -0.718239 3.460998

Forces on atoms 1 to 6 (eV/Å):
0.4047 -1.2741 -0.8102
-0.0230 0.1390 0.0534
0.5943 0.6605 -0.4275
-1.0220 0.4156 1.0951
0.0444 0.4665 -0.6774
-0.9004 1.3535 0.6797

Output
Orbital gap = 0.3373 Eh
Multiplicity = 1
Strongest force on any atom = 2.7 eV/Å
Net charge = -1



# C2H10N3O

A cluster of 2 separate species, C2H10N3O in total (ωB97M-V/def2-TZVPD, the OMol25 dataset).

Geometry (Å):
N1 -0.208082 2.578259 -0.591801
C1 -0.631644 1.306406 -0.387126
N2 -1.163081 1.018210 0.855093
O1 -0.594366 0.462603 -1.295093
H1 0.403899 2.663021 -1.394589
H2 0.136345 3.077600 0.216730
H3 -1.541819 1.817713 1.351934
H4 -1.966132 0.407754 0.723767
C2 1.302133 -1.479039 0.550450
N3 0.157858 -1.886291 -0.385781
H5 0.860552 -1.008671 1.420732
H6 1.855632 -2.367960 0.831612
H7 1.863966 -0.837045 -0.134518
H8 -0.324008 -1.006163 -0.792371
H9 -0.533185 -2.302912 0.235370
H10 0.381933 -2.443485 -1.204409

Forces on atoms 1 to 6 (eV/Å):
0.8034 -0.3552 0.1361
-0.3059 0.4734 -0.5485
-0.9483 -0.1113 -0.1831
0.0461 -0.0248 0.5113
-0.2193 0.1216 -0.0317
-0.2633 0.1683 -0.0232

Output
Orbital gap = 0.4286 Eh
Multiplicity = 1
Strongest force on any atom = 2.1 eV/Å
Net charge = +1



# C12H24N6O6Pr

A structure of composition C12H24N6O6Pr (ωB97M-V/def2-TZVPD, the OMol25 dataset).

Geometry (Å):
O1 0.315563 -1.368668 -3.304098
H1 -0.335504 -1.813034 -3.928875
Pr1 0.177815 -0.171497 -0.725329
N1 1.963892 -1.844041 -0.442175
N2 -0.202280 -2.297076 0.525731
N3 0.583976 2.403434 -0.292905
N4 -1.298667 1.331985 1.068146
O2 2.918532 -1.352952 -1.104733
O3 1.594955 3.150139 -0.942927
O4 -2.281938 0.885582 1.961841
O5 -1.475031 -2.165338 0.719867
C1 0.272835 -3.390137 -0.191893
C2 1.524573 -3.124815 -0.752490
C3 -0.050877 3.212042 0.556310
C4 -1.129356 2.633745 1.290739
C5 2.162859 -3.851936 -1.855717
H2 2.030653 -3.290050 -2.789494
H3 1.738466 -4.844171 -1.989307
H4 3.219641 -3.953955 -1.619377
C6 -0.538732 -4.554255 -0.543387
H5 -1.440572 -4.241772 -1.055753
H6 -0.824437 -5.106224 0.336428
H7 -0.011306 -5.241614 -1.189432
C7 0.457354 4.576128 0.801322
C8 -1.880346 3.441061 2.283341
H8 1.185798 4.867340 0.047359
H9 0.976232 4.581941 1.770801
H10 -0.360630 5.298916 0.843570
H11 -2.457523 2.816222 2.959683
H12 -2.574964 4.113876 1.767860
H13 -1.183791 4.061466 2.861814
H14 2.318966 2.529440 -1.135650
H15 -2.248970 -0.089048 1.955826
C9 -1.950998 0.214933 -2.215415
H16 -1.655674 -0.154001 -3.244640
H17 -2.267057 1.277451 -2.277014
H18 -2.860580 -0.334508 -1.883829
O6 1.886947 0.680143 -3.569203
H19 1.730188 -0.178189 -4.018499
H20 1.015048 1.102201 -3.711265
N5 2.727719 0.406253 3.902769
C10 2.373340 -0.926816 4.051569
C11 1.547208 -1.207673 2.998205
N6 1.407319 -0.094412 2.196004
C12 2.108919 0.868859 2.770400
H21 3.384320 0.930240 4.522490
H22 2.756383 -1.537856 4.850900
H23 1.069187 -2.142642 2.809687
H24 2.244943 1.903483 2.458343

Forces on atoms 1 to 6 (eV/Å):
-0.6457 -0.9117 0.3837
1.1398 0.8575 1.5029
-1.1385 1.0565 -2.1510
2.6905 1.7661 -1.2637
-3.5639 0.6043 0.3384
-0.2097 2.3018 1.1516

Output
Orbital gap (alpha / beta) = 0.1495 / 0.1415 Eh
Multiplicity = 3
Strongest force on any atom = 4.0 eV/Å
Net charge = +1



# C8H10CdF3NO3S

A structure of composition C8H10CdF3NO3S (ωB97M-V/def2-TZVPD, the OMol25 dataset).

Geometry (Å):
C1 2.737151 -1.873329 -0.710876
C2 1.503222 -2.384158 -1.220686
C3 0.478613 -2.065322 -0.303076
C4 1.050827 -1.283923 0.753878
C5 2.479717 -1.205861 0.516067
Cd1 1.016677 0.842009 -0.124551
N1 3.264664 2.618393 1.458484
C6 -0.087207 0.844378 -1.805101
C7 -0.721062 -0.007500 -2.655089
H1 -0.571404 -2.321352 -0.391712
H2 1.392190 -2.956235 -2.144608
H3 0.533376 -0.982001 1.657206
H4 3.221168 -0.796168 1.202812
H5 3.713909 -2.023572 -1.173560
H6 -0.101458 -0.640168 -3.344626
H7 -0.663200 1.654629 -1.300186
H8 2.313849 2.903829 1.056148
H9 -1.791494 -0.148595 -2.682077
H10 0.931647 1.117967 -2.129621
F1 -4.427731 0.852758 1.867430
C8 -3.147474 0.859713 2.315350
F2 -3.045963 1.717579 3.354755
F3 -2.828101 -0.389238 2.740489
S1 -1.995255 1.359311 0.935401
O1 -2.240700 0.333426 -0.062531
O2 -2.386221 2.720879 0.634569
O3 -0.629741 1.252549 1.555711

Forces on atoms 1 to 6 (eV/Å):
-0.5122 -0.0372 0.1471
0.2276 0.0245 0.8321
0.7381 0.1862 0.1223
0.4747 -1.5501 -0.0949
-0.2814 -0.4227 -0.3514
2.5116 -0.6231 3.6107

Output
Orbital gap (alpha / beta) = 0.2199 / 0.1465 Eh
Multiplicity = 1
Strongest force on any atom = 4.4 eV/Å
Net charge = -2



# C28H31BBeF4N5O

A structure of composition C28H31BBeF4N5O (ωB97M-V/def2-TZVPD, the OMol25 dataset).

Geometry (Å):
Be1 -0.280857 -2.229705 -2.152222
B1 -1.469637 -0.965275 2.785948
F1 -0.544687 -1.886135 2.367978
F2 -0.985607 -0.039675 3.716408
F3 -1.743567 -0.338095 1.596748
F4 -2.615077 -1.607855 3.204488
N1 2.778723 -7.008895 -0.385342
C1 2.661163 -8.210875 -1.013422
C2 3.411353 -9.335615 -0.630732
C3 4.100273 -9.277095 0.601248
C4 4.191443 -8.054985 1.280588
C5 3.664003 -6.912415 0.657368
H1 2.024413 -8.271665 -1.883622
H2 3.545983 -10.230675 -1.219922
H3 4.643033 -10.151265 0.929328
H4 4.838423 -7.960755 2.140198
H5 3.998103 -5.979635 1.087158
N2 0.805433 3.445165 -4.772992
C6 0.753203 4.429715 -3.871282
C7 1.188633 5.771645 -4.118412
C8 1.556723 6.084845 -5.417482
C9 1.580553 5.026655 -6.438152
C10 1.247013 3.744455 -6.002822
H6 0.391633 4.230635 -2.873272
H7 1.174023 6.517425 -3.337382
H8 1.930553 7.095915 -5.483722
H9 1.993273 5.267785 -7.406612
H10 1.181993 2.900205 -6.673202
N3 5.150543 -0.095555 -0.984872
C11 5.429473 0.680515 0.070298
C12 6.627423 1.322685 0.417228
C13 7.724413 0.981705 -0.422832
C14 7.523873 0.053185 -1.400112
C15 6.255753 -0.418815 -1.700652
H11 4.574343 0.816255 0.715838
H12 6.684453 2.008855 1.249288
H13 8.763173 1.261565 -0.327712
H14 8.396463 -0.231485 -1.969302
H15 6.238803 -0.935575 -2.648852
N4 -4.648677 6.630035 2.272458
C16 -5.312867 7.649225 1.772558
C17 -6.725957 7.687925 1.569638
C18 -7.444417 6.529695 1.806888
C19 -6.819507 5.447175 2.353758
C20 -5.404797 5.532485 2.640728
H16 -4.599597 8.424335 1.534168
H17 -7.153057 8.555325 1.088388
H18 -8.478327 6.579355 1.498718
H19 -7.438187 4.568465 2.461108
H20 -4.793057 4.740835 3.047508
N5 -4.928357 -0.213865 -4.466782
C21 -6.050387 0.070025 -3.704142
C22 -7.211297 0.509935 -4.288532
C23 -7.325147 0.782255 -5.634712
C24 -6.205567 0.541825 -6.360912
C25 -5.031697 0.008625 -5.777812
H21 -5.946237 -0.026355 -2.633502
H22 -8.017497 0.665265 -3.586902
H23 -8.162897 1.184295 -6.185102
H24 -6.202247 0.619085 -7.438142
H25 -4.201267 -0.253915 -6.416452
C26 2.512403 -2.772275 7.858408
C27 2.218003 -4.225485 8.202118
O1 2.958963 -5.173325 8.053578
C28 1.086583 -4.518135 9.168888
H26 3.245953 -2.310145 8.519048
H27 1.553693 -2.260865 7.944628
H28 2.761953 -2.618585 6.808548
H29 0.429673 -3.670395 9.363598
H30 1.526053 -4.906315 10.087738
H31 0.418523 -5.273645 8.755348

Forces on atoms 1 to 6 (eV/Å):
-0.0819 0.1446 0.3478
-0.3923 0.3682 0.6980
1.7563 -1.5248 0.2801
0.0223 -0.3881 -0.0109
-0.7698 1.7015 -1.9693
-0.5005 -0.2543 0.6659

Output
Orbital gap = 0.0442 Eh
Multiplicity = 1
Strongest force on any atom = 3.1 eV/Å
Net charge = +1